2 unconnected molecules or ions with the total composition C2H6BrN3 at a distorted geometry, computed with the ωB97M-V functional and the def2-TZVPD basis.

Each line ends with the natural charge from an NBO analysis.
Element x y z (Å)
C1 1.69411 -0.37059 -0.23412  -0.312
C2 0.48404 -0.51273 0.75907  -0.296
N1 -0.26626 0.70155 0.39254  -0.418
N2 0.23751 1.19890 -0.68006  0.021
N3 1.35020 0.81491 -1.02656  -0.189
H1 2.67500 -0.25989 0.35315  0.211
H2 1.73212 -1.20381 -0.86323  0.208
H3 -0.20847 -1.34397 0.61666  0.201
H4 0.82961 -0.29104 1.77261  0.212
H5 -1.24777 0.35614 0.35412  0.366
Br1 -4.32673 0.15074 -0.89427  -0.203
H6 -2.95335 0.75978 -0.54991  0.200

Calculated values
HOMO level: -9.57 eV
M: 151.995 g mol⁻¹
energy above the lowest of the compared OMol25 structures with the same formula, charge and spin: 9.9 kcal per mole
charge: 0
E: -2817.99070 a.u.
maximum force: 4.8 eV/A
gap between HOMO and LUMO: 9.739 eV
SMILES: C1CNN=N1.Br